1.
This record from OMol25 describes C26H73AlN6O11 as an isolated structure at a distorted geometry. The level of theory is the ωB97M-V functional and the def2-TZVPD basis.

Element x y z (Å)
Al -0.88 -0.27 6.59
O 0.48 0.05 -0.81
O -1.10 -5.39 7.30
O 2.03 -1.06 0.14
O 3.34 8.19 -2.58
O 0.26 -0.58 1.21
O -4.83 2.52 4.85
O 6.26 0.30 -6.56
O -2.78 -5.07 -3.72
O 1.58 3.79 3.92
O 4.70 -6.54 0.19
O -6.36 1.91 -6.22
N 0.55 -5.27 5.04
N 4.19 0.71 -9.73
N 3.46 1.48 4.41
N -4.44 3.50 7.51
N -3.71 2.46 -5.31
N 0.96 -0.47 0.19
C 0.76 4.74 3.34
C 5.69 -8.64 -0.22
C -1.56 -5.35 -1.71
C -1.96 -4.39 -2.83
C -4.84 3.19 -4.73
C 2.85 5.87 -2.83
C -7.50 1.84 -7.04
C 4.72 0.01 -8.52
C -0.60 -6.18 5.11
C 5.46 -1.20 -9.11
C 2.37 7.18 -2.27
C -1.01 -5.80 8.66
C -0.97 -6.54 6.53
C -6.92 3.81 7.75
C 3.96 2.89 4.15
C -5.81 3.26 5.55
C -6.05 3.20 -5.75
C 4.92 -7.45 -0.83
C -0.26 -7.43 4.35
C -5.77 2.98 7.05
C 5.44 -0.14 -5.48
C 5.26 2.88 3.46
C 5.57 0.99 -7.58
C -5.01 2.50 3.45
C 2.91 3.78 3.42
C -4.34 4.54 -4.23
H 0.85 -5.06 4.10
H 6.30 1.47 -8.24
H 5.58 -7.01 -1.57
H -0.27 4.78 3.70
H -1.51 -5.69 4.78
H 2.19 7.22 -1.19
H 3.89 -0.40 -7.94
H 2.12 5.08 -2.66
H -1.07 -4.93 9.32
H -2.99 2.34 -4.61
H -0.88 -4.94 -0.97
H 6.11 -0.70 -4.83
H 3.01 6.06 -3.89
H -3.32 4.52 -3.87
H -4.39 4.44 7.16
H 5.04 0.68 -4.90
H 5.83 -9.42 -0.98
H 3.94 -7.82 -1.14
H 3.85 5.64 -2.45
H 3.76 1.55 -9.37
H -0.12 -6.35 8.96
H 3.54 0.92 3.57
H -6.73 4.88 7.78
H 4.19 0.98 4.89
H 6.10 2.54 4.06
H -3.00 -4.43 -4.40
H -2.44 -5.60 -1.11
H -0.99 -4.17 -3.27
H -4.92 4.93 -3.39
H -2.40 -3.48 -2.43
H -7.90 3.62 7.30
H 0.30 -7.25 3.44
H -5.86 3.87 -6.59
H -3.99 2.51 3.06
H 5.51 3.91 3.21
H 1.42 7.46 -2.73
H -1.82 -7.20 6.67
H 4.62 -0.80 -5.78
H -5.28 2.68 -3.87
H 5.85 -1.89 -8.36
H -4.03 1.53 -5.52
H 0.56 4.58 2.28
H 1.25 5.72 3.29
H -8.45 2.02 -6.52
H 3.55 0.14 -10.26
H 3.34 4.77 3.57
H 4.19 7.86 -2.26
H 4.96 1.75 -7.11
H -5.51 1.65 2.99
H -1.11 -6.20 -2.22
H 4.44 -5.67 -0.13
H 5.29 2.43 2.46
H -6.82 2.93 5.32
H -0.08 -7.00 6.98
H -4.32 5.26 -5.05
H -5.87 1.92 7.26
H 2.89 3.62 2.34
H 6.35 -0.99 -9.69
H 4.77 -1.79 -9.71
H -7.05 3.49 8.78
H 1.37 -5.69 5.46
H -6.91 3.69 -5.30
H -1.88 -6.40 8.91
H -4.68 3.73 8.46
H -1.14 -8.02 4.14
H -7.50 2.60 -7.82
H -5.61 3.34 3.12
H 5.11 -8.99 0.64
H 0.40 -8.09 4.91
H 4.06 3.30 5.16
H -5.82 4.35 5.42
H 6.72 -8.48 0.09
H -7.62 0.88 -7.54

The calculated total energy is -2431.83031 hartree. The value obtained for the HOMO-LUMO gap is 1.36 eV. The value obtained for the HOMO energy is -12.73 eV. The charge is +2.

2.
This record from OMol25 describes a 9-piece molecular cluster, C26H74N4O9 overall at a distorted geometry. The level of theory is the ωB97M-V functional and the def2-TZVPD basis.

Element x y z (Å)
O 3.59 1.86 -2.98
O -0.60 -0.45 -0.76
O -2.54 0.36 1.22
O 1.39 -0.74 1.07
O 2.91 -0.57 -4.24
O 2.81 -1.32 5.61
O -0.21 -4.50 -1.68
O -0.14 2.89 1.04
O -3.57 2.28 -0.88
N -2.17 -5.79 0.43
N -5.84 0.48 -1.43
N 0.05 0.47 3.97
N 1.46 1.86 -0.71
C -1.52 -3.77 1.69
C 3.83 -2.72 -4.62
C -5.99 2.53 0.10
C -5.80 1.96 -1.30
C 3.66 2.75 -5.19
C 0.24 -1.87 4.31
C -3.90 0.41 3.46
C 2.57 -1.33 0.65
C -1.09 3.23 2.11
C 3.09 -2.46 1.60
C 0.93 4.11 -1.45
C 4.14 -1.30 -4.27
C 4.13 -0.89 5.83
C -1.59 -4.41 0.31
C 1.07 3.68 0.96
C 2.18 -0.37 4.79
C 3.04 2.87 -3.81
C -4.50 2.44 -1.91
C -3.13 -0.38 2.34
C 1.65 3.25 -0.41
C -1.11 -0.62 -2.10
C -0.10 0.14 -3.06
C 0.69 -0.54 4.79
C -0.20 -4.29 -0.29
C -2.35 2.76 -1.34
C 0.85 -3.86 -2.43
H 0.79 4.73 1.03
H -6.55 2.36 -1.93
H 3.37 -0.59 0.56
H -3.23 0.91 0.81
H 2.45 0.63 5.21
H -1.73 4.13 1.86
H -0.81 -4.24 2.35
H 1.97 2.69 -4.01
H 0.38 -0.38 5.82
H 3.16 -2.82 -5.54
H -5.13 0.13 -0.80
H 2.94 1.88 -2.23
H 0.99 3.60 -2.43
H -2.35 3.86 -1.51
H 0.52 1.51 -0.68
H -4.54 3.50 -2.27
H -1.12 -2.77 1.64
H 1.94 1.37 0.06
H -4.60 -0.24 3.97
H 2.39 -1.83 -0.28
H 0.89 -4.17 -3.43
H -0.36 -0.13 -4.15
H 0.31 1.43 4.32
H 2.63 -0.34 3.77
H 4.26 0.19 6.10
H -2.23 -3.80 -0.34
H -4.52 1.22 3.13
H -1.25 -0.16 -0.11
H 1.82 -4.22 -2.00
H 3.39 1.75 -5.57
H 3.11 3.87 -3.44
H -4.21 1.85 -2.78
H 1.44 5.01 -1.73
H 0.55 -2.01 3.25
H -0.10 1.24 -2.92
H -6.68 0.04 -1.24
H 3.02 0.26 -3.72
H 4.66 -1.18 -3.29
H -1.06 -1.70 -2.28
H -1.49 -6.46 0.54
H -2.28 -0.87 2.79
H 3.41 -2.07 2.56
H -3.77 -1.25 2.01
H -3.23 0.78 4.28
H 4.71 -3.37 -4.78
H 4.74 -1.09 4.94
H 0.75 -2.64 4.90
H -2.54 -3.72 2.08
H -5.58 3.53 0.11
H 0.77 -0.76 0.35
H 4.00 -2.86 1.15
H -5.41 1.97 0.80
H 3.27 3.52 -5.83
H 4.59 -1.47 6.57
H 0.52 0.56 3.09
H -2.62 -5.96 -0.45
H 3.31 -3.25 -3.82
H -1.61 2.58 -0.55
H 0.88 -2.80 -2.25
H 0.06 -3.25 -0.17
H 4.76 2.90 -5.19
H 0.54 -4.94 0.21
H 0.85 -0.25 -2.82
H 4.89 -0.88 -5.01
H -2.19 -0.48 -2.23
H 1.73 3.45 1.85
H -0.56 3.45 3.07
H 2.30 -3.25 1.76
H -2.11 2.27 -2.23
H -0.85 -1.94 4.60
H -1.75 2.37 2.30
H -0.12 4.46 -1.25
H -7.07 2.48 0.41
H 2.67 3.50 -0.43

The calculated total energy is -1931.01219 hartree. The value obtained for the HOMO-LUMO gap is 9.79 eV. The relative energy (zero: lowest compared OMol25 entry of this formula, charge and spin) is 223.40 kJ/mol. Its structure (SMILES) is COC[C@H](C)N.COC[C@H](C)N.COC[C@H](C)N.COC[C@H](C)N.CCO.CCO.CCO.CCO.CCO. The value obtained for the HOMO energy is -9.14 eV.